# 1
ORCA calculation (ωB97M-V with the def2-TZVPD basis set) on a cluster of 12 separate species, C13H50N2O18 in total.

Results
<S²>: 0.75
charge: +1
multiplicity: 2
HOMO (alpha / beta): -12.3 / -12.3 eV
HOMO-LUMO gap (alpha / beta): 9.5 / 3.0 eV

Element x y z (Å)
C 2.8918 1.5671 -2.2565
C 3.7756 2.1782 -3.3579
O 5.0251 1.5742 -3.5659
O 2.9815 0.2202 -2.3546
H 1.8787 1.8828 -2.5057
H 3.1107 1.8089 -1.2164
H 3.8810 3.2359 -3.1164
H 3.1928 2.2209 -4.2780
H 5.6124 2.0370 -4.1680
H 3.8718 0.0555 -2.6737
C -3.2614 -3.7415 0.0605
C -3.7245 -5.0265 0.7452
O -4.9373 -5.4850 0.2003
O -4.0404 -2.6102 0.4225
H -3.1270 -3.7799 -1.0205
H -2.2537 -3.6300 0.4608
H -3.8188 -4.9767 1.8300
H -3.1194 -5.9172 0.5759
H -5.5696 -4.7952 0.4146
H -3.4979 -1.8217 0.3472
C 3.2670 1.2480 3.0407
C 2.8444 2.6281 3.5224
O 1.7888 2.3530 4.3508
O 2.2006 0.5720 2.3153
H 3.4799 0.6651 3.9368
H 4.1812 1.2965 2.4491
H 2.4417 3.2304 2.7080
H 3.6918 3.1566 3.9590
H 1.3534 3.1824 4.5610
H 1.4706 0.6399 2.9351
C 0.8407 4.2507 0.3020
C 0.5959 2.7462 0.3441
O -0.1855 2.2855 -0.7216
O 1.8768 4.6279 -0.5796
H 1.1103 4.7820 1.2148
H -0.0777 4.6822 -0.0961
H 0.1843 2.4837 1.3187
H 1.5682 2.2553 0.3853
H -0.2993 1.3436 -0.5747
H 1.5832 5.4782 -0.9147
C -3.3968 1.7251 -1.0017
C -4.7066 2.4128 -1.4565
O -5.6339 2.8759 -0.4406
O -3.6850 0.4973 -0.3964
H -2.7404 2.3206 -0.3672
H -2.7606 1.6346 -1.8820
H -5.2562 1.6533 -2.0125
H -4.5694 3.2351 -2.1588
H -5.6564 3.8275 -0.3157
H -2.8443 0.0497 -0.2757
C -2.8464 0.0660 3.5627
C -2.2693 -1.2544 3.1113
O -0.8979 -1.1880 2.6248
O -2.1963 0.5197 4.7925
H -3.9175 0.0227 3.7603
H -2.6620 0.7692 2.7506
H -2.9207 -1.6939 2.3558
H -2.2005 -1.9232 3.9692
H -0.8395 -1.2295 1.6674
H -1.2658 0.2841 4.8094
C -0.6821 -1.0320 -0.9591
O -1.5883 -1.0032 -0.1263
N -0.9857 -1.0719 -2.2347
N 0.5893 -0.8258 -0.6325
H -0.3536 -0.7052 -2.9319
H -1.9363 -1.1834 -2.5573
H 1.1986 -1.2364 -1.3256
H 0.9100 -0.7834 0.3243
O 4.5270 -2.4239 -0.4921
H 4.0690 -2.5156 0.3434
H 3.8824 -2.0249 -1.0766
O 1.4648 -4.0853 -0.7052
H 0.7052 -4.6581 -0.6004
H 1.2974 -3.6114 -1.5199
O 2.8484 -2.0504 1.6345
H 2.5985 -1.1902 1.9719
H 2.1670 -2.6412 1.9550
O 1.8136 -2.8604 -3.0110
H 1.1304 -2.8666 -3.6813
H 2.4019 -3.5727 -3.2613
O 1.3538 -0.1659 -4.7011
H 1.3230 -1.1203 -4.6347
H 1.7428 0.1197 -3.8744

Cartesian forces (eV/Å) of the 3 atoms listed first:
0.690 1.739 -0.370
-0.531 2.325 -0.167
-0.115 -1.169 0.965


# 2
ORCA calculation (ωB97M-V with the def2-TZVPD basis set) on a structure of composition C13H52BaClFO13.

Results
HOMO: -9.1 eV
HOMO-LUMO gap: 9.3 eV

Element x y z (Å)
Ba -0.7646 -0.8712 0.1104
F 0.8858 1.2398 0.8104
Cl -1.6874 -3.7395 -1.2142
C 1.1570 -0.1181 4.2434
O 0.0902 0.5030 3.4857
H 1.0988 -1.2037 4.1648
H 2.1088 0.3290 3.9569
H 0.8217 0.0683 5.2636
H 0.4738 0.8218 2.6655
C 0.2098 -4.0362 2.2634
O 0.8223 -2.7952 1.7149
H 0.2171 -4.0383 3.3533
H -0.8500 -4.1894 2.0595
H 0.7871 -4.9595 2.2156
H 1.7655 -2.9682 1.6697
C -4.4335 -0.7467 -2.2058
O -3.3832 -0.9811 -1.2931
H -4.1012 -1.1271 -3.1717
H -5.3257 -1.2601 -1.8475
H -4.6457 0.3207 -2.2659
H -3.1483 -1.8998 -1.4426
C 2.2775 0.3512 -4.9238
O 1.2293 -0.1899 -4.0927
H 1.9323 0.6956 -5.8986
H 2.8188 1.2418 -4.6046
H 3.1769 -0.2641 -4.9503
H 0.7400 -0.8796 -4.5470
C 3.1232 3.6830 -0.3632
O 2.1570 2.8162 -1.0210
H 2.6301 3.9659 0.5668
H 4.0680 3.2117 -0.0923
H 3.3651 4.5792 -0.9346
H 1.7214 2.2843 -0.3510
C -2.6476 -1.6447 3.6285
O -2.5238 -2.0448 2.2823
H -2.2992 -2.3816 4.3522
H -2.2711 -0.6349 3.7915
H -3.6940 -1.5884 3.9283
H -3.1282 -2.7827 2.1737
C -1.1209 4.7220 0.2874
O -0.7569 3.7297 1.2789
H -0.8225 4.4697 -0.7301
H -2.1951 4.9034 0.3222
H -0.6285 5.6753 0.4798
H -0.2566 2.9849 0.9375
C -3.7887 1.3573 1.2625
O -2.3872 1.2937 1.1825
H -4.1700 1.1162 2.2547
H -3.9366 2.3704 0.8884
H -4.2054 0.7874 0.4320
H -2.0582 2.1594 1.4351
C 4.2816 0.5650 1.7763
O 3.4263 -0.1152 0.8900
H 4.5481 1.5949 1.5392
H 3.8531 0.6980 2.7697
H 5.2534 0.0906 1.9128
H 2.5561 0.2878 0.8454
C -1.6956 1.6005 -2.4242
O -0.6281 0.7530 -2.0825
H -1.3845 2.6143 -2.6761
H -2.2287 1.2655 -3.3140
H -2.4976 1.7023 -1.6930
H 0.0065 0.7305 -2.8024
C -0.6954 -5.8582 -4.4813
O -0.6979 -4.4882 -4.3630
H -1.6876 -6.3029 -4.4041
H -0.2508 -6.2436 -5.3988
H -0.1269 -6.3090 -3.6679
H -0.8938 -4.2310 -3.4590
C 1.6195 3.8944 3.5836
O 2.1785 2.7606 3.0324
H 1.9232 3.9508 4.6289
H 1.9854 4.8120 3.1230
H 0.5315 3.9121 3.5199
H 1.5612 2.2904 2.4671
C 1.8360 -2.7121 -2.0704
O 1.1553 -1.5378 -1.7463
H 1.8813 -3.4646 -1.2831
H 1.4341 -3.2418 -2.9340
H 2.8359 -2.4817 -2.4380
H 1.4723 -0.8728 -2.3618

Cartesian forces (eV/Å) of the 3 atoms listed first:
0.044 -0.021 0.313
-0.330 -0.249 0.346
0.002 0.528 0.120


# 3
ORCA calculation (ωB97M-V with the def2-TZVPD basis set) on a cluster of 13 separate species, C13H52N26O13 in total.

Results
HOMO: -8.6 eV
HOMO-LUMO gap: 8.7 eV

Element x y z (Å)
C -3.3606 1.1646 4.1747
O -3.2307 0.0275 4.5996
N -3.4129 1.5741 2.8577
N -3.2254 2.2409 4.9687
H -3.7312 2.4991 2.6278
H -3.4687 0.8486 2.1492
H -2.9032 3.0419 4.4489
H -2.9111 1.9242 5.8729
C -0.0815 0.2507 0.7528
O -0.2520 1.4457 0.5264
N 1.0111 -0.3818 0.3146
N -0.9002 -0.6238 1.3686
H 1.7458 0.2279 -0.0064
H 1.2925 -1.3137 0.5842
H -0.5152 -1.5488 1.2319
H -1.8965 -0.4069 1.3102
C 1.2776 -0.7813 -3.8362
O 2.0384 -1.7167 -3.6009
N 0.3718 -0.7062 -4.8342
N 1.3234 0.4155 -3.2444
H 0.3317 -1.4835 -5.4750
H -0.1363 0.1177 -5.0905
H 2.0945 0.5070 -2.5927
H 0.7219 1.1705 -3.5318
C 2.4709 4.6523 -2.2339
O 3.4139 5.0471 -1.5449
N 1.9204 3.4480 -2.0904
N 2.0499 5.3112 -3.3431
H 2.0622 2.8437 -1.3004
H 1.0893 3.2088 -2.6220
H 1.1479 4.9339 -3.5928
H 2.4310 6.1593 -3.7158
C -2.2350 5.0869 2.5001
O -2.3006 4.9907 3.7366
N -3.0461 5.9253 1.8711
N -1.4134 4.3611 1.7439
H -3.5903 6.5266 2.4654
H -2.9861 6.0466 0.8748
H -0.8032 3.6527 2.1180
H -1.5707 4.4481 0.7541
C -2.3974 -5.4098 2.2247
O -2.0195 -6.0857 1.2574
N -3.4825 -5.8454 2.9451
N -1.9852 -4.2182 2.5316
H -4.0432 -6.6650 2.8066
H -3.8806 -5.0866 3.4737
H -2.4169 -3.7910 3.3326
H -1.2361 -3.7913 2.0025
C 3.7420 -1.9402 2.0177
O 3.1714 -0.8688 2.2069
N 2.9969 -2.9858 1.6748
N 5.0722 -2.0784 1.8402
H 2.0302 -2.9888 1.9528
H 3.3954 -3.8730 1.4130
H 5.6970 -1.2954 1.9189
H 5.3533 -2.8609 1.2729
C -4.2104 -1.4704 1.3547
O -3.5433 -0.5284 0.8751
N -4.4278 -1.6671 2.6690
N -4.5752 -2.5058 0.6102
H -4.0464 -0.9658 3.3018
H -4.4875 -2.5826 3.0761
H -4.3043 -2.4967 -0.3612
H -4.6994 -3.3240 1.1803
C 4.5135 0.8201 -1.6107
O 3.3775 0.9605 -1.1309
N 5.2889 -0.2285 -1.3651
N 5.1202 1.7412 -2.3735
H 4.9782 -0.9297 -0.7119
H 6.2054 -0.2963 -1.7700
H 4.7317 2.6737 -2.3416
H 5.9215 1.5293 -2.9393
C -1.5871 2.2156 -2.9717
O -0.5318 2.8289 -3.2006
N -2.3698 1.7762 -3.9393
N -2.0679 2.0485 -1.7199
H -2.2396 1.8652 -4.9313
H -3.3291 1.6251 -3.6668
H -2.9454 1.6735 -1.4023
H -1.3738 2.3054 -1.0277
C -2.3541 -2.1333 -2.4691
O -3.2575 -1.5877 -3.1119
N -1.5967 -1.4177 -1.6181
N -2.1923 -3.4764 -2.4125
H -1.7016 -0.4219 -1.5296
H -0.8664 -1.9249 -1.1436
H -2.8412 -4.0107 -2.9642
H -1.4638 -3.9203 -1.8752
C 0.5836 -4.0137 -0.5043
O 0.4520 -3.1956 0.4439
N 1.3957 -3.8098 -1.5566
N -0.2123 -5.0763 -0.5921
H 1.7144 -2.8507 -1.6097
H 1.5144 -4.5557 -2.2166
H -0.4475 -5.3490 0.3582
H -0.0816 -5.7869 -1.2931
C 3.9946 2.7846 2.0721
O 4.3155 3.0088 3.2284
N 4.6982 1.9367 1.3087
N 2.9089 3.2448 1.4073
H 5.4077 1.4425 1.8222
H 4.5677 1.7711 0.3204
H 2.3921 4.0106 1.8008
H 2.8524 2.9125 0.4637

Cartesian forces (eV/Å) of the 3 atoms listed first:
1.323 1.736 -1.087
-0.714 -1.109 -0.467
-0.449 -1.538 -0.062